154
Properties=species:S:1:pos:R:3 method="wB97M-V/def2-TZVPD" smiles=CC1(C)CCCC(C)(C)N1O.CC1(C)CCCC(C)(C)N1O.CC1(C)CCCC(C)(C)N1O.CC1(C)CCCC(C)(C)N1O.COC[C@H](C)N.COC[C@H](C)N e_above_lowest_kj_mol=0.0 lumo_energy_ev=0.46 molar_mass_g_mol=807.304 multiplicity=1 e_tot_ha=-2515.02515
C 14.978 -14.671 3.037
C 14.333 -13.682 2.070
C 13.139 -14.280 1.316
C 13.820 -12.451 2.822
C 14.905 -11.441 3.285
C 15.715 -11.028 2.079
C 16.307 -12.173 1.274
C 16.707 -11.667 -0.111
C 17.573 -12.650 2.014
N 15.279 -13.176 1.057
O 15.707 -14.209 0.191
H 15.748 -14.216 3.655
H 14.261 -15.204 3.668
H 15.413 -15.493 2.459
H 12.711 -13.525 0.658
H 13.440 -15.138 0.718
H 12.402 -14.549 2.075
H 13.152 -11.860 2.188
H 13.314 -12.753 3.743
H 14.317 -10.652 3.750
H 15.544 -11.980 3.992
H 16.493 -10.302 2.338
H 15.034 -10.407 1.478
H 17.301 -12.454 -0.579
H 17.232 -10.711 -0.117
H 15.874 -11.534 -0.802
H 18.394 -11.934 1.926
H 17.985 -13.585 1.622
H 17.457 -12.851 3.082
H 15.409 -13.934 -0.693
C 10.337 -14.268 -6.298
C 9.830 -12.822 -6.273
C 10.188 -12.306 -4.867
C 10.710 -12.010 -7.269
C 10.151 -12.125 -8.696
C 8.657 -11.756 -8.752
C 7.830 -12.673 -7.852
C 6.394 -12.104 -7.883
C 7.779 -14.127 -8.374
N 8.409 -12.591 -6.523
O 7.573 -13.058 -5.493
H 11.395 -14.365 -6.052
H 9.744 -14.888 -5.620
H 10.277 -14.753 -7.277
H 9.939 -11.244 -4.777
H 9.762 -12.897 -4.061
H 11.271 -12.391 -4.782
H 10.813 -10.981 -6.926
H 11.698 -12.466 -7.355
H 10.685 -11.491 -9.410
H 10.320 -13.129 -9.092
H 8.376 -11.868 -9.800
H 8.550 -10.739 -8.376
H 5.708 -12.755 -7.345
H 6.142 -11.907 -8.926
H 6.305 -11.101 -7.453
H 8.766 -14.469 -8.669
H 7.013 -14.219 -9.144
H 7.463 -14.775 -7.552
H 7.472 -12.281 -4.932
C 6.190 -13.165 2.825
C 6.686 -12.640 1.480
C 8.200 -12.327 1.534
C 6.416 -13.769 0.492
C 6.524 -13.333 -0.963
C 5.417 -12.279 -1.151
C 5.584 -11.026 -0.274
C 6.699 -10.181 -0.858
C 4.270 -10.272 -0.219
N 5.920 -11.447 1.111
O 6.138 -10.372 1.980
H 5.136 -13.453 2.777
H 6.757 -14.073 3.041
H 6.208 -12.482 3.676
H 8.607 -12.162 0.534
H 8.392 -11.396 2.070
H 8.784 -13.105 2.029
H 7.109 -14.595 0.682
H 5.427 -14.200 0.664
H 7.514 -12.928 -1.164
H 6.234 -14.184 -1.578
H 4.503 -12.788 -0.831
H 5.337 -12.059 -2.217
H 7.070 -9.386 -0.198
H 6.466 -9.735 -1.826
H 7.657 -10.713 -0.923
H 4.044 -9.848 -1.203
H 4.324 -9.376 0.401
H 3.477 -10.961 0.065
H 5.277 -10.265 2.399
C 10.832 -6.675 3.683
C 11.894 -7.632 3.113
C 12.927 -7.858 4.226
C 11.252 -9.003 2.846
C 10.496 -9.082 1.521
C 11.377 -8.523 0.386
C 11.874 -7.078 0.613
C 12.943 -6.866 -0.473
C 10.712 -6.104 0.442
N 12.503 -7.069 1.931
O 13.240 -5.878 2.135
H 11.227 -5.683 3.896
H 9.961 -6.583 3.033
H 10.436 -7.077 4.621
H 13.274 -6.897 4.613
H 12.502 -8.367 5.094
H 13.748 -8.495 3.890
H 11.926 -9.851 2.971
H 10.492 -9.089 3.628
H 10.347 -10.122 1.222
H 9.521 -8.600 1.569
H 10.780 -8.421 -0.526
H 12.209 -9.204 0.209
H 12.509 -7.050 -1.459
H 13.667 -7.665 -0.304
H 13.417 -5.889 -0.537
H 10.564 -5.904 -0.626
H 10.919 -5.090 0.792
H 9.762 -6.452 0.843
H 14.127 -6.205 2.319
C 15.723 -13.293 -6.372
O 15.729 -14.439 -5.544
C 16.101 -15.636 -6.236
C 16.303 -16.718 -5.185
C 17.357 -16.376 -4.132
N 16.819 -17.882 -5.916
H 14.988 -13.332 -7.181
H 16.694 -13.244 -6.886
H 15.670 -12.425 -5.721
H 15.303 -15.920 -6.926
H 17.061 -15.416 -6.711
H 15.355 -16.951 -4.686
H 17.372 -17.025 -3.260
H 17.239 -15.349 -3.773
H 18.342 -16.328 -4.602
H 16.908 -18.698 -5.321
H 16.215 -18.175 -6.678
C 10.803 -11.680 -1.537
O 11.539 -12.712 -2.165
C 12.909 -12.411 -2.059
C 13.725 -13.347 -2.963
C 13.366 -14.812 -2.876
N 15.144 -13.130 -2.699
H 10.935 -11.763 -0.455
H 9.765 -11.758 -1.862
H 11.090 -10.674 -1.865
H 13.118 -11.382 -2.379
H 13.305 -12.507 -1.036
H 13.462 -12.962 -3.964
H 12.322 -14.993 -3.142
H 13.463 -15.176 -1.847
H 13.965 -15.449 -3.525
H 15.316 -12.137 -2.850
H 15.646 -13.606 -3.446